Entry 1:
This record from OMol25 describes C24H24NOPS4V as an isolated structure. The level of theory is ωB97M-V with the def2-TZVPD basis set.

Highest occupied orbital energy (spin up / spin down) = -6.059 / -6.303 eV
Orbital gap (spin up / spin down) = 5.728 / 5.620 eV
Strongest force on any atom = 3.00 eV/Å
Total energy = -107133.8815 eV
Spin multiplicity = 4
LUMO (spin up / spin down) = -0.331 / -0.683 eV

Each line ends with the Mulliken spin population.
Cartesian coordinates (Å):
V: -0.337 -1.584 1.499  2.71
C: -2.762 1.442 4.460  0.00
C: -2.046 1.142 3.142  0.00
C: -0.545 1.021 3.398  0.06
C: -2.608 -0.138 2.471  0.05
C: -4.010 0.100 1.882  0.00
O: -3.741 0.462 0.534  0.03
C: -2.496 -0.017 0.239  0.14
N: -1.835 -0.465 1.275  -0.20
C: -2.093 0.101 -1.134  0.03
C: -2.833 0.983 -1.951  0.04
C: -2.552 1.148 -3.285  -0.01
C: -1.515 0.433 -3.878  0.04
C: -0.784 -0.446 -3.105  -0.01
C: -1.044 -0.608 -1.750  0.07
P: 1.411 -0.727 0.143  0.08
C: 2.903 -1.595 -0.445  -0.02
C: 2.881 -2.938 -0.805  0.00
C: 4.018 -3.525 -1.334  0.01
C: 5.187 -2.793 -1.473  0.00
C: 5.225 -1.471 -1.058  0.00
C: 4.090 -0.871 -0.548  0.00
C: 1.439 0.715 -0.979  0.02
C: 2.036 0.663 -2.235  -0.01
C: 2.032 1.781 -3.046  0.00
C: 1.418 2.949 -2.623  0.00
C: 0.799 2.994 -1.385  0.01
C: 0.810 1.882 -0.563  0.02
H: -2.408 2.392 4.859  0.00
H: -2.561 0.663 5.193  0.00
H: -3.839 1.518 4.335  0.00
H: -2.229 1.972 2.444  0.00
H: -0.351 0.247 4.145  0.00
H: -0.155 1.968 3.765  0.00
H: -0.010 0.760 2.477  0.00
H: -2.585 -0.984 3.170  -0.04
H: -4.570 0.915 2.341  0.00
H: -4.622 -0.813 1.890  0.00
H: -3.637 1.537 -1.486  0.01
H: -3.131 1.836 -3.879  0.00
H: -1.281 0.556 -4.924  0.00
H: -0.001 -1.041 -3.548  0.00
H: 1.967 -3.514 -0.701  0.00
H: 3.988 -4.554 -1.661  0.00
H: 6.064 -3.247 -1.908  0.00
H: 6.133 -0.895 -1.153  0.00
H: 4.112 0.171 -0.257  0.00
H: 2.524 -0.241 -2.567  0.00
H: 2.514 1.736 -4.011  0.00
H: 1.424 3.824 -3.257  0.00
H: 0.315 3.901 -1.055  0.00
H: 0.353 1.922 0.419  -0.02
S: 0.913 -2.188 3.265  -0.06
S: -0.394 -3.706 3.653  0.05
S: -1.478 -3.512 1.940  -0.03
S: -0.103 -1.860 -0.934  0.01

***

Entry 2:
This record from OMol25 describes a 2-piece molecular cluster, C24H24O3 overall. The level of theory is ωB97M-V with the def2-TZVPD basis set.

Highest occupied orbital energy = -5.496 eV
Orbital gap = 3.278 eV
Strongest force on any atom = 2.19 eV/Å
Total energy = -31416.1776 eV
Spin multiplicity = 1
LUMO = -2.218 eV

Each line ends with the Löwdin charge.
Cartesian coordinates (Å):
C: -5.679 2.823 -1.505  -0.09
O: -5.568 1.425 -1.382  -0.07
C: -4.268 0.932 -1.422  -0.22
C: -4.077 -0.426 -1.118  0.01
C: -2.827 -0.977 -1.081  -0.01
C: -1.676 -0.200 -1.345  -0.20
C: -0.399 -0.810 -1.270  0.10
C: 0.880 -0.200 -1.270  -0.20
C: 2.029 -0.995 -1.494  0.00
C: 3.276 -0.440 -1.533  0.01
C: 3.471 0.939 -1.341  -0.21
O: 4.767 1.430 -1.453  -0.07
C: 4.880 2.832 -1.397  -0.09
C: 2.342 1.724 -1.052  -0.01
C: 1.092 1.174 -1.010  -0.01
C: -1.883 1.145 -1.730  -0.01
C: -3.135 1.694 -1.754  -0.01
H: -6.721 3.098 -1.345  0.10
H: -5.065 3.313 -0.749  0.10
H: -5.376 3.139 -2.503  0.09
H: -4.947 -1.021 -0.907  0.13
H: -2.703 -2.014 -0.817  0.12
H: -0.404 -1.884 -1.189  0.13
H: 1.905 -2.051 -1.663  0.12
H: 4.143 -1.045 -1.732  0.12
H: 5.921 3.099 -1.578  0.10
H: 4.261 3.288 -2.168  0.10
H: 4.589 3.193 -0.412  0.09
H: 2.464 2.771 -0.846  0.10
H: 0.263 1.784 -0.700  0.11
H: -1.050 1.726 -2.080  0.10
H: -3.255 2.718 -2.060  0.10
C: -2.685 -0.734 2.306  -0.04
C: -1.419 -1.486 2.045  -0.55
C: -0.200 -0.919 2.497  -0.02
C: 1.058 -1.545 2.400  -0.24
C: 1.206 -2.867 1.936  -0.04
C: 2.437 -3.470 1.880  -0.10
C: 3.567 -2.774 2.272  -0.12
C: 3.457 -1.466 2.713  -0.12
C: 2.229 -0.858 2.785  -0.06
O: -1.473 -2.556 1.458  -0.04
H: -2.600 0.308 1.992  0.08
H: -3.504 -1.190 1.751  0.07
H: -2.948 -0.763 3.365  0.08
H: -0.243 0.061 2.937  0.09
H: 0.327 -3.403 1.628  0.09
H: 2.522 -4.491 1.546  0.10
H: 4.531 -3.254 2.245  0.09
H: 4.341 -0.928 3.013  0.09
H: 2.146 0.153 3.140  0.10

***

Entry 3:
This record from OMol25 describes C24H25BF6FeN2O5S as an isolated structure. The level of theory is ωB97M-V with the def2-TZVPD basis set.

Highest occupied orbital energy (spin up / spin down) = -10.755 / -10.756 eV
Orbital gap (spin up / spin down) = 6.277 / 6.275 eV
Total charge = +1
Strongest force on any atom = 0.37 eV/Å
Total energy = -100716.2229 eV
Spin multiplicity = 2
LUMO (spin up / spin down) = -4.478 / -4.482 eV

Each line ends with the Mulliken spin population.
Cartesian coordinates (Å):
Fe: -1.018 -0.420 1.400  1.22
O: -2.035 -0.942 5.293  0.00
C: -1.796 -0.600 4.056  0.00
O: -1.526 -1.381 3.155  -0.01
C: -1.899 0.858 3.754  0.00
C: -2.139 1.923 4.604  0.00
C: -2.150 3.192 4.043  0.00
C: -1.943 3.370 2.677  0.00
C: -1.715 2.245 1.906  0.00
N: -1.696 1.046 2.464  -0.05
C: -1.465 2.109 0.434  -0.01
O: -1.412 3.154 -0.353  0.00
O: -1.337 0.988 -0.038  -0.01
H: -1.915 -1.901 5.406  0.00
H: -2.297 1.767 5.661  0.00
H: -2.321 4.055 4.672  0.00
H: -1.958 4.367 2.257  0.00
H: -1.519 3.992 0.117  0.00
F: -6.242 -0.923 0.766  0.00
C: -5.015 -1.387 0.507  -0.02
C: -3.926 -0.711 1.036  0.07
C: -2.669 -1.206 0.757  -0.24
C: -2.474 -2.344 -0.026  0.09
C: -3.608 -2.975 -0.524  -0.02
F: -3.479 -4.072 -1.282  0.00
C: -4.886 -2.518 -0.272  0.02
C: -1.078 -2.732 -0.238  -0.02
C: -0.596 -3.808 -0.960  0.01
C: 0.778 -3.991 -1.050  0.00
C: 1.638 -3.105 -0.430  0.00
C: 1.096 -2.053 0.283  0.01
N: -0.225 -1.878 0.375  -0.05
H: -4.105 0.170 1.638  0.00
H: -5.748 -3.030 -0.674  0.00
H: -1.274 -4.490 -1.445  0.00
H: 1.170 -4.825 -1.617  0.00
H: 2.710 -3.194 -0.513  0.00
H: 1.720 -1.322 0.777  0.00
C: 3.147 -0.829 -4.933  0.00
C: 2.350 0.456 -4.728  0.00
C: 1.171 0.293 -3.772  0.00
S: 1.559 0.325 -2.006  0.00
O: 2.705 -0.609 -1.779  0.00
C: 2.214 2.041 -1.911  0.00
C: 3.722 2.081 -1.686  0.00
C: 4.112 1.805 -0.240  0.00
H: 3.946 -0.671 -5.658  0.00
H: 2.504 -1.625 -5.315  0.00
H: 3.587 -1.168 -3.997  0.00
H: 1.952 0.795 -5.687  0.00
H: 3.013 1.251 -4.378  0.00
H: 0.676 -0.669 -3.925  0.00
H: 0.416 1.075 -3.898  0.00
H: 1.686 2.509 -1.078  0.00
H: 1.926 2.554 -2.828  0.00
H: 4.074 3.071 -1.985  0.00
H: 4.204 1.357 -2.344  0.00
H: 3.664 2.538 0.435  0.00
H: 5.193 1.854 -0.114  0.00
H: 3.785 0.816 0.073  0.00
F: 0.855 -0.560 3.079  0.00
B: 1.415 0.684 2.674  0.00
F: 0.799 0.847 1.340  0.01
F: 2.761 0.646 2.571  0.00
F: 0.920 1.706 3.474  0.00

***

Entry 4:
This record from OMol25 describes C24H25Cl2O3PPdSSi as an isolated structure. The level of theory is ωB97M-V with the def2-TZVPD basis set.

Highest occupied orbital energy = -15.274 eV
Orbital gap = 6.183 eV
Total charge = +2
Strongest force on any atom = 0.55 eV/Å
Total energy = -87944.6089 eV
Spin multiplicity = 1
LUMO = -9.091 eV

Each line ends with the Löwdin charge.
Cartesian coordinates (Å):
Pd: -0.432 -2.156 1.005  0.84
O: -2.951 -4.121 -1.209  -0.15
S: -2.481 -3.053 -0.426  0.62
O: -1.061 -2.532 -0.852  -0.43
O: -2.282 -3.229 1.041  -0.40
C: -3.436 -1.605 -0.649  -0.27
C: -4.768 -1.712 -0.993  0.00
C: -5.520 -0.546 -1.101  0.00
C: -4.937 0.687 -0.859  -0.01
C: -3.594 0.785 -0.511  -0.05
C: -2.825 -0.371 -0.404  -0.29
P: -1.051 -0.159 -0.151  1.17
C: -0.196 0.295 -1.640  -0.33
C: -0.284 1.666 -1.926  -0.08
C: 0.247 2.145 -3.112  -0.04
C: 0.864 1.273 -3.997  -0.02
C: 0.952 -0.084 -3.703  -0.04
C: 0.417 -0.584 -2.530  -0.06
C: -0.817 0.993 1.166  -0.36
C: -1.792 1.104 2.169  -0.09
C: -1.588 1.967 3.228  -0.04
C: -0.416 2.714 3.294  -0.01
C: 0.561 2.595 2.307  -0.02
C: 0.375 1.725 1.253  -0.06
H: -5.207 -2.683 -1.183  0.14
H: -6.564 -0.607 -1.377  0.13
H: -5.527 1.589 -0.946  0.13
H: -3.155 1.760 -0.342  0.12
H: -0.750 2.358 -1.236  0.11
H: 0.185 3.202 -3.335  0.13
H: 1.284 1.652 -4.920  0.13
H: 1.439 -0.757 -4.395  0.13
H: 0.504 -1.636 -2.305  0.11
H: -2.705 0.525 2.115  0.10
H: -2.342 2.068 3.997  0.13
H: -0.260 3.394 4.121  0.13
H: 1.468 3.181 2.370  0.13
H: 1.141 1.608 0.499  0.08
Cl: 0.461 -1.908 3.211  0.67
C: -0.803 -2.182 4.519  -0.84
Cl: -2.427 -2.004 3.925  0.64
H: -0.572 -1.432 5.266  0.05
H: -0.630 -3.192 4.872  0.05
C: 4.483 -1.181 -1.894  -0.16
Si: 3.985 -0.263 -0.356  0.46
C: 3.577 1.528 -0.717  -0.16
C: 5.187 -0.463 1.043  -0.17
C: 2.341 -1.002 0.193  -0.13
C: 1.264 -1.458 0.517  -0.34
H: 5.426 -0.786 -2.277  0.05
H: 3.734 -1.076 -2.683  0.02
H: 4.624 -2.243 -1.692  0.05
H: 4.454 2.045 -1.111  0.05
H: 3.275 2.060 0.188  0.03
H: 2.784 1.615 -1.465  0.02
H: 6.154 -0.034 0.772  0.05
H: 5.345 -1.517 1.277  0.04
H: 4.841 0.039 1.949  0.04

***

> Number 4 is which compound?

C24H25Cl2O3PPdSSi

***

> Which of these has the highest total energy?

C24H24O3

***

> Which of these has the highest total energy?

C24H24O3